Entry 1:
The following is a DFT calculation (ωB97M-V/def2-TZVPD) of C11H14F6MoN2O4SSb as an isolated structure.

## Properties
DFT total energy = -2142.14443 Eh
Charge = +4
Spin multiplicity = 2
HOMO-LUMO gap (alpha / beta) = 0.26873 / 0.23765 hartree
ΔE to the lowest compared entry with this formula, charge and spin = 711.7 kJ/mol

Last column: Löwdin spin population.
CARTESIAN COORDINATES (ANGSTROEM)
Sb: -3.26728 -2.15003 1.13186  0.000
Mo: -0.43849 -0.32547 0.03745  0.000
S: 1.78784 -2.81058 0.52196  -0.006
F: -1.44129 -1.52201 -0.90802  0.000
F: -1.32448 -2.14005 1.46802  0.000
F: -2.98784 -3.46127 -0.09462  0.000
F: -2.44595 -0.23278 0.83274  0.000
F: -4.58065 -1.30235 0.22248  0.000
F: -3.47565 -2.74402 2.81902  0.000
O: 1.11829 -1.40622 0.08333  -0.002
O: -1.88487 2.87406 -1.96891  0.000
O: -0.06536 0.50213 1.52702  0.000
O: -0.54804 2.21353 3.01816  0.000
N: -0.89379 1.44648 -0.43545  -0.001
N: 0.16982 -0.03949 -2.22020  0.000
C: -0.58825 1.82340 1.93713  0.000
C: 4.37856 -1.72471 0.85599  0.263
C: 5.81403 -1.90016 0.79367  0.230
C: 4.15261 -3.72907 -0.43937  0.282
C: -1.13618 2.41881 0.65100  0.000
C: -1.15517 1.97493 -1.79055  0.000
C: 6.40955 -2.93201 0.07346  -0.003
C: 3.56403 -2.69643 0.30197  0.032
C: 5.58390 -3.88741 -0.48862  0.174
C: 1.68756 -2.71414 2.29792  -0.001
C: -0.33339 1.22869 -2.80221  0.000
H: 0.63988 -2.61722 2.58047  0.000
H: 3.54428 -4.39252 -1.04945  0.011
H: -0.29891 -0.81429 -2.69343  0.000
H: 3.97268 -0.84237 1.33834  0.010
H: -2.20477 2.62767 0.78291  0.000
H: 6.02051 -4.75919 -0.96659  0.006
H: -0.94107 1.06804 -3.69461  0.000
H: 2.05861 -3.66677 2.69174  0.000
H: 1.16118 -0.12155 -2.44248  0.000
H: 6.43994 -1.28381 1.43352  0.008
H: 2.27864 -1.89110 2.69783  0.001
H: 0.48156 1.89272 -3.09851  0.000
H: 7.48649 -3.03153 0.00849  -0.003
H: -0.67248 3.39364 0.46710  0.000

Entry 2:
The following is a DFT calculation (ωB97M-V/def2-TZVPD) of C11H14FFeIN3O2PS2 as an isolated structure.

## Properties
DFT total energy = -3540.63317 Eh
Charge = +2
Spin multiplicity = 5
HOMO-LUMO gap (alpha / beta) = 0.26442 / 0.12625 hartree
ΔE to the lowest compared entry with this formula, charge and spin = 0.0 kJ/mol

Last column: Löwdin spin population.
CARTESIAN COORDINATES (ANGSTROEM)
I: 3.72468 -3.20422 -0.63016  0.887
Fe: -1.08953 3.66591 -0.54879  2.950
S: 1.80765 -0.48209 -3.95993  0.000
S: -4.20373 0.25305 -0.31710  0.000
P: -2.72859 1.36196 0.19104  0.002
F: 1.35462 0.84610 3.56341  0.000
O: -2.93626 2.84192 -0.59655  0.020
O: -2.66331 1.73180 1.75595  0.002
N: 2.27930 -0.71750 -2.42722  0.001
N: -2.12415 1.16108 -2.70548  0.001
N: 0.32994 0.15047 -3.82325  0.003
C: -0.12688 0.13295 1.83801  0.000
C: 1.01163 -3.05543 0.79964  0.028
C: 1.13078 -0.27315 -0.25691  0.001
C: 2.37410 -2.33109 0.81597  0.049
C: -0.04457 0.18565 0.30771  0.003
C: 0.63223 1.33263 2.47823  0.001
C: -1.16297 0.69676 -0.48274  0.007
C: 0.13726 0.18869 -2.48480  0.000
C: 2.32103 -0.77257 0.57610  0.009
C: 1.23462 -0.27874 -1.68900  0.002
C: -1.06162 0.68779 -1.88161  0.009
H: 2.84614 -2.47784 1.80189  0.008
H: -3.88326 2.93168 -0.80558  0.002
H: 1.39242 1.66274 1.74872  0.000
H: -0.04282 2.14930 2.76405  0.000
H: 0.57067 -2.96765 -0.20302  0.001
H: 0.32982 -2.72383 1.58984  0.003
H: -2.66960 0.35171 -3.00742  0.000
H: 0.42868 -0.76152 2.15212  0.000
H: 1.18157 -4.13393 0.96851  0.002
H: -1.13983 -0.00098 2.22704  0.000
H: 2.35067 -0.23557 1.53513  0.001
H: 3.23377 -0.47927 0.02796  0.005
H: -3.10503 0.99009 2.20971  0.000
H: -1.68941 1.57309 -3.53145  0.000

Entry 3:
The following is a DFT calculation (ωB97M-V/def2-TZVPD) of one molecule with the formula C11H14FNO2.

## Properties
DFT total energy = -732.60546 Eh
Spin multiplicity = 1
HOMO-LUMO gap = 0.34378 hartree
ΔE to the lowest compared entry with this formula, charge and spin = 153.4 kJ/mol

Last column: Mulliken charge in e.
CARTESIAN COORDINATES (ANGSTROEM)
F: 3.68847 -2.69316 -1.34764  -0.307
O: -2.21964 -0.81841 1.55093  -0.376
O: -2.18596 1.14028 2.59103  -0.615
N: -0.65116 0.54765 -0.58201  0.415
C: -1.71484 0.40557 1.72956  0.229
C: 1.28815 0.05042 -1.85017  -0.455
C: -2.02590 0.28425 -1.10739  -1.006
C: 0.28234 -0.38993 -0.99278  -0.289
C: 0.24615 -1.71384 -0.45460  -0.283
C: -0.59571 0.97934 0.86700  1.363
C: 2.39093 -0.80898 -1.93477  -0.419
C: -0.48361 2.51018 0.69429  -1.461
C: 1.37891 -2.52494 -0.69769  -0.549
C: 2.49796 -2.05292 -1.31908  0.345
C: 0.76115 0.46143 1.60149  -1.783
H: 3.31756 -0.47601 -2.30251  0.375
H: -1.32035 2.77262 -0.00316  0.334
H: -0.52197 3.05795 1.65104  0.382
H: 0.52368 2.86762 0.22299  0.256
H: 0.89644 0.79108 2.58795  0.468
H: 1.57455 0.87716 1.04953  0.468
H: -0.55515 -2.00134 0.21411  0.481
H: -2.03386 0.00559 -2.15946  0.348
H: -2.64827 1.18511 -1.02945  0.309
H: -2.65613 -0.44081 -0.58074  0.391
H: 0.77326 -0.63583 1.60986  0.429
H: -2.80186 -1.07256 2.29140  0.339
H: 1.51933 -3.43440 -0.07472  0.299
H: 1.27555 1.12688 -2.22499  0.311

Entry 4:
The following is a DFT calculation (ωB97M-V/def2-TZVPD) of a 2-piece molecular cluster, C11H14N2O overall.

## Properties
DFT total energy = -612.31126 Eh
Spin multiplicity = 1
HOMO-LUMO gap = 0.32838 hartree
ΔE to the lowest compared entry with this formula, charge and spin = 103.7 kJ/mol

Last column: Mulliken charge in e.
CARTESIAN COORDINATES (ANGSTROEM)
O: 2.98779 -1.79947 -3.17987  -0.589
N: 0.98342 -2.03932 -2.14045  -0.442
N: -2.68297 1.44246 -0.22700  -0.080
C: -2.13446 -1.01656 -0.28952  -0.610
C: 2.33605 -1.66684 -2.17682  0.528
C: -2.10015 2.50223 0.39797  -0.563
C: 0.19522 -0.20819 1.14565  -0.189
C: -0.77239 0.75263 0.83478  0.845
C: -1.18201 -1.89694 0.13993  -0.439
C: 2.93234 -1.15226 -0.86249  -0.840
C: -0.01619 -1.53024 0.81649  -0.565
C: -0.93833 2.17408 1.02954  0.304
C: -1.92125 0.32919 0.03164  -0.317
C: -0.07384 2.94520 1.95731  -1.276
H: -3.13431 -1.23765 -0.76238  0.279
H: -1.17414 -2.96520 -0.13571  0.332
H: -2.52252 3.53974 0.32939  0.325
H: 3.26621 -2.04607 -0.30712  0.226
H: -3.66900 1.43052 -0.46367  0.259
H: 0.18232 2.53873 2.93651  0.310
H: 1.00069 -0.03117 1.88103  0.406
H: 3.80990 -0.57759 -1.10820  0.343
H: -0.33805 4.02812 1.93179  0.305
H: 0.52621 -1.83201 -3.01671  0.229
H: 0.68735 -2.29027 1.13147  0.407
H: 0.44519 -1.68635 -1.36195  0.299
H: 2.33881 -0.64978 -0.06926  0.197
H: 0.96810 2.94302 1.53767  0.315

Entry 5:
The following is a DFT calculation (ωB97M-V/def2-TZVPD) of C11H14N2O4S2Se2Ti as an isolated structure.

## Properties
DFT total energy = -7286.76897 Eh
Charge = -2
Spin multiplicity = 3
HOMO-LUMO gap (alpha / beta) = 0.17051 / 0.11717 hartree
ΔE to the lowest compared entry with this formula, charge and spin = 130.8 kJ/mol

Last column: Löwdin spin population.
CARTESIAN COORDINATES (ANGSTROEM)
Se: -1.15065 2.47922 3.59149  0.793
Se: 0.62279 0.97077 -1.40165  0.003
Ti: 0.74939 -0.69130 0.58829  0.904
S: -0.23918 -2.63852 2.04239  -0.002
S: 3.63936 -1.90708 -2.06098  0.001
O: 1.79417 0.29588 1.82781  0.083
O: -1.26287 0.18704 1.15747  0.009
O: 2.46471 -0.84274 1.19798  0.011
O: -1.31325 5.05602 0.37687  0.002
N: 0.11031 -2.37657 -0.53420  0.011
N: 6.13443 -1.94325 -3.38036  0.000
C: 0.08759 2.65221 -0.51590  0.010
C: -0.52310 -4.58687 0.08529  0.001
C: -0.95202 2.59988 0.62574  0.012
C: -0.40173 -4.98390 -1.23035  0.002
C: -0.15438 2.69614 1.93255  0.082
C: 5.10172 -1.92668 -2.83381  0.000
C: 0.23200 -2.77011 -1.80862  0.005
C: -1.84451 1.35085 0.58194  0.003
C: -1.92707 3.78294 0.51114  0.016
C: -0.00615 -4.06587 -2.20833  0.000
C: -0.23161 -3.25654 0.43275  0.006
H: 0.37800 3.64659 1.98542  0.001
H: -0.71913 5.17624 1.12345  0.000
H: -0.59441 -6.01644 -1.50072  0.000
H: -2.54227 3.65629 -0.38364  0.000
H: 0.53938 -2.00167 -2.50876  0.001
H: 1.00651 3.09418 -0.12899  0.000
H: -0.81203 -5.27448 0.86794  0.000
H: 0.61618 1.90845 1.95306  0.022
H: -0.27923 3.31640 -1.30027  0.000
H: -2.59606 3.78302 1.38527  0.016
H: -1.21564 0.32451 2.11384  0.004
H: 0.13355 -4.34774 -3.24120  0.000
H: -2.06102 1.11072 -0.45863  0.000
H: -2.78377 1.54240 1.11570  0.001

Entry 6:
The following is a DFT calculation (ωB97M-V/def2-TZVPD) of an isolated ion of composition C11H14N3S and charge +1.

## Properties
DFT total energy = -989.60444 Eh
Charge = +1
Spin multiplicity = 1
HOMO-LUMO gap (alpha / beta) = 0.22208 / 0.22175 hartree
ΔE to the lowest compared entry with this formula, charge and spin = 516.0 kJ/mol

Last column: Mulliken charge in e.
CARTESIAN COORDINATES (ANGSTROEM)
S: 1.81276 1.89060 -0.41277  -0.150
N: 0.73450 -0.62478 0.83542  -0.628
N: -0.90735 1.38354 -0.42535  -0.168
N: -2.59310 -0.17738 0.14745  -0.063
C: 2.60770 -1.35293 -0.63967  -0.190
C: -5.03045 0.17264 0.21248  -1.210
C: 4.18150 0.31593 0.87092  -0.570
C: -1.31080 0.09458 -0.05615  0.361
C: -0.29404 -1.04410 -0.04594  -0.752
C: 4.74243 -0.39056 -0.13900  -0.527
C: -3.64582 0.86333 0.09613  -0.450
C: 2.82686 0.25064 1.15197  -0.101
C: 3.89491 -1.18061 -0.99720  -0.668
C: 2.03972 -0.70661 0.45346  0.389
C: 0.31059 1.78464 -0.42860  0.526
H: -2.86513 -1.07319 0.51095  0.312
H: 1.93285 -1.89879 -1.36460  0.253
H: -5.92891 0.79127 0.37531  0.377
H: -0.05023 -1.10899 -1.05981  0.348
H: 2.39379 0.75465 2.06756  0.446
H: -3.61505 1.34278 -0.85459  0.382
H: 4.31005 -1.48054 -1.93167  0.413
H: 4.82296 0.73729 1.58736  0.426
H: -1.59802 2.08673 -0.92824  0.313
H: -0.83087 -1.87342 0.21909  0.449
H: -3.48658 1.57974 0.87779  0.388
H: -4.89156 -0.58144 1.12266  0.305
H: -5.26257 -0.34052 -0.76636  0.320
H: 5.69986 -0.21451 -0.47860  0.468

Entry 7:
The following is a DFT calculation (ωB97M-V/def2-TZVPD) of C11H14N4 as an isolated structure.

## Properties
DFT total energy = -645.87607 Eh
Charge = +2
Spin multiplicity = 1
HOMO-LUMO gap (alpha / beta) = 0.26662 / 0.26665 hartree
ΔE to the lowest compared entry with this formula, charge and spin = 10.1 kJ/mol

Last column: Mulliken charge in e.
CARTESIAN COORDINATES (ANGSTROEM)
N: -0.62569 1.43057 1.66790  -0.139
N: -2.96779 0.77897 1.43824  -0.277
N: 1.41456 -1.30462 -1.70629  0.015
N: -1.24069 -1.15782 -1.14531  -0.447
C: 3.65719 -1.59011 -1.96192  -0.748
C: 0.44145 0.09785 -0.00805  0.629
C: -1.71371 0.91785 1.12330  0.642
C: -0.99866 -0.19089 -0.27497  0.402
C: -0.58121 2.39838 2.75162  -0.913
C: 3.87995 -0.62243 -0.96534  -0.349
C: 2.41894 -1.95579 -2.34970  -0.114
C: 0.49309 1.04122 1.05740  -0.809
C: 2.82583 -0.03601 -0.26852  -0.526
C: -2.40658 -1.68432 -1.70745  -0.895
C: 1.54738 -0.32851 -0.76098  0.606
H: 1.32888 1.60973 1.43079  0.507
H: -2.29824 -2.68053 -2.12785  0.326
H: -2.94627 -1.23724 -2.62497  0.325
H: 3.10438 0.67697 0.45928  0.260
H: 2.23170 -2.70828 -3.12971  0.422
H: -3.47946 1.39721 2.08876  0.296
H: -3.15206 -1.64983 -0.92077  0.304
H: 4.86936 -0.34730 -0.63916  0.442
H: -3.45675 0.27401 0.74337  0.236
H: 0.46196 -1.54627 -1.83275  0.253
H: -0.46661 3.40757 2.43296  0.374
H: -1.63764 2.27377 3.05394  0.281
H: 0.04679 2.15003 3.51977  0.430
H: 4.47586 -2.11309 -2.25140  0.466

> Which of these has the highest ΔE to the lowest compared entry with this formula, charge and spin?

C11H14F6MoN2O4SSb

> Number 2 is which compound?

C11H14FFeIN3O2PS2

> Number 2 is which compound?

C11H14FFeIN3O2PS2